[1]
{"formula": "C5H8OS", "method": "the ωB97M-V functional and the def2-TZVPD basis", "smiles": "O[C@@H]1[C@@H]2CCS[C@@H]12", "relative_energy_kcal_mol": 117.6, "fmax_ev_per_a": 6.5, "e_tot_ev": -18192.20129, "orbital_gap_ev": 8.93, "elements": ["C", "C", "C", "C", "C", "H", "H", "H", "H", "H", "H", "H", "H", "O", "S"], "xyz": [[-1.59958, -0.30337, 0.30705], [-0.48687, 0.59787, 0.57209], [0.60609, 1.61871, 0.01722], [1.99379, 0.76766, -0.28949], [-0.27903, -0.59057, -0.36348], [-3.27910, 0.82999, 0.02648], [-1.91880, -0.63153, 1.29146], [-0.37376, 0.35800, 1.77329], [0.68098, 2.43079, 0.70288], [0.34315, 1.77445, -0.99097], [2.78468, 0.82585, 0.49808], [2.44082, 0.81010, -1.20788], [-0.34771, -0.13791, -1.30869], [-2.91399, -0.09337, -0.42911], [1.34846, -1.12841, 0.07424]], "forces_ev_per_angstrom": [[-3.600, 0.258, -0.475], [2.576, 1.708, 2.615], [0.036, -2.938, 0.020], [-2.469, -1.978, 5.651], [-0.773, -0.309, 2.379], [1.450, -3.641, -1.836], [0.289, -0.991, -0.432], [0.780, 0.780, -3.203], [0.479, 0.853, -0.094], [-0.766, 1.510, -0.937], [-0.695, 0.386, -0.600], [0.510, 0.340, -2.538], [0.000, 0.070, -1.485], [1.266, 3.269, 2.078], [0.917, 0.683, -1.144]]}


[2]
{"formula": "C5H8OS", "method": "the ωB97M-V functional and the def2-TZVPD basis", "smiles": "CC1=CS[C@H](C)O1", "relative_energy_kcal_mol": 37.5, "fmax_ev_per_a": 5.1, "e_tot_ev": -18195.67487, "orbital_gap_ev": 8.60, "elements": ["C", "C", "C", "C", "C", "O", "S", "H", "H", "H", "H", "H", "H", "H", "H"], "xyz": [[0.19217, -1.58534, 0.20389], [-0.65334, -0.74645, -0.38659], [1.20507, 0.57510, -0.69180], [-2.18168, -0.84000, -0.00921], [1.30206, 1.64104, 0.52487], [-0.15551, 0.37434, -0.97725], [1.86922, -1.07359, -0.16228], [0.15679, -2.44235, 0.72716], [1.71904, 0.89170, -1.58086], [-2.82369, -0.97131, -0.97450], [-2.57200, 0.04481, 0.40209], [-2.29325, -1.62242, 0.67333], [0.97172, 1.38989, 1.47683], [0.81420, 2.54570, 0.06018], [2.44920, 1.81890, 0.71413]], "forces_ev_per_angstrom": [[2.099, 3.235, -2.630], [-2.406, -0.435, 2.608], [0.224, -0.038, 3.208], [1.014, 0.481, -4.508], [3.077, 0.824, -4.012], [-0.934, -0.355, -0.780], [-0.072, 0.242, -0.204], [-1.017, -2.664, 1.641], [0.156, 0.391, -0.190], [1.076, -0.200, 1.669], [-0.073, 1.371, 0.738], [-0.307, -1.344, 0.771], [-1.347, -0.940, 1.305], [0.566, -0.586, 1.060], [-2.058, 0.018, -0.675]]}


[3]
{"formula": "C5H8OS", "method": "the ωB97M-V functional and the def2-TZVPD basis", "smiles": "C#C[C@@](O)(S)CC", "relative_energy_kcal_mol": 81.5, "fmax_ev_per_a": 6.7, "e_tot_ev": -18193.76724, "orbital_gap_ev": 10.08, "elements": ["C", "C", "C", "C", "C", "O", "S", "H", "H", "H", "H", "H", "H", "H", "H"], "xyz": [[2.46523, 0.67597, -1.16081], [1.45695, 0.23553, -0.73622], [-0.74004, 1.38785, 1.04495], [-0.57828, -0.09145, 0.78069], [-0.00605, -0.62421, -0.43379], [-0.89359, -0.72457, -1.50569], [0.27123, -2.42595, -0.00158], [3.41328, 1.13783, -1.24883], [-1.07752, 1.98328, 0.15054], [-1.40951, 1.53902, 1.83950], [0.29619, 1.74337, 1.34957], [-1.57440, -0.56643, 0.91372], [0.00763, -0.53044, 1.60445], [-0.61878, -1.20059, -2.24705], [-1.01233, -2.53922, -0.34945]], "forces_ev_per_angstrom": [[2.130, 1.107, -0.023], [-5.581, -3.620, 0.607], [2.435, 0.965, -1.862], [-2.254, 0.277, 2.545], [3.708, -0.430, -2.044], [-1.206, 3.147, 1.969], [0.831, 0.043, -0.509], [0.199, 0.098, -0.415], [0.309, -0.633, 0.854], [-0.854, 0.272, 1.074], [-1.351, 0.101, -0.384], [0.435, 0.052, -0.274], [-0.158, 0.420, -0.252], [1.414, -1.215, -1.512], [-0.056, -0.583, 0.226]]}


[4]
{"formula": "C5H8OS2", "method": "the ωB97M-V functional and the def2-TZVPD basis", "smiles": "O[C@@]12CSC[C@@]1(S)C2", "relative_energy_kcal_mol": 76.3, "fmax_ev_per_a": 3.6, "e_tot_ev": -29029.37271, "orbital_gap_ev": 9.06, "elements": ["C", "C", "C", "C", "C", "H", "H", "H", "H", "H", "H", "H", "H", "O", "S", "S"], "xyz": [[-0.76868, 0.19563, -0.30249], [0.08522, 1.18798, -1.06767], [0.85121, 0.06109, 1.26447], [0.27918, -0.81273, 0.23563], [-1.12820, -1.28999, -0.15599], [-2.29957, 1.09100, 0.39184], [-0.43070, 2.14202, -1.33876], [0.69699, 0.71444, -1.89216], [0.24384, 0.36324, 2.11767], [1.79379, -0.30140, 1.77820], [2.40180, -0.78061, -0.89256], [-1.93854, -1.41404, 0.55151], [-1.17146, -2.00431, -0.94746], [-1.36652, 0.99665, 0.73037], [1.31541, 1.55023, 0.24529], [1.43622, -1.69920, -0.71789]], "forces_ev_per_angstrom": [[0.343, -0.098, -1.265], [0.402, -0.392, -1.369], [2.364, 0.145, 2.646], [-1.831, -0.160, 0.975], [-0.065, 1.576, 0.773], [1.298, 0.008, 0.773], [0.436, -0.946, -0.017], [-1.200, 0.701, 0.539], [-0.392, -0.030, -0.514], [-0.811, 0.129, -0.973], [-0.111, 0.175, 0.132], [0.176, -0.030, 0.238], [0.214, -0.116, -0.561], [-2.020, -0.948, -0.898], [0.634, 0.427, 0.531], [0.562, -0.443, -1.011]]}


[5]
{"formula": "C5H8OS2", "method": "the ωB97M-V functional and the def2-TZVPD basis", "smiles": "CS/C=C1\\CSCO1", "relative_energy_kcal_mol": 28.6, "fmax_ev_per_a": 2.6, "e_tot_ev": -29031.43927, "orbital_gap_ev": 9.12, "elements": ["C", "C", "C", "C", "C", "H", "H", "H", "H", "H", "H", "H", "H", "O", "S", "S"], "xyz": [[-2.03278, 1.89501, -1.57927], [-0.09545, -0.00230, -1.03834], [0.45745, -0.48779, 0.05954], [1.07531, 0.31205, 1.16677], [1.27953, -2.19127, 1.41713], [-2.54100, 1.52048, -0.65533], [-2.44001, 1.28198, -2.48733], [-2.28977, 2.93694, -1.79916], [-0.47417, -0.66306, -1.82645], [0.43312, 1.17125, 1.40383], [2.13936, 0.64647, 0.84711], [0.79736, -3.09263, 1.87913], [2.33874, -2.40725, 1.15487], [0.56650, -1.84945, 0.29151], [-0.26413, 1.70053, -1.41258], [1.04993, -0.77095, 2.57857]], "forces_ev_per_angstrom": [[-1.608, -1.740, -1.015], [-0.916, -0.411, -1.072], [0.458, -0.532, 0.601], [1.039, 0.958, -0.567], [0.153, -0.609, 1.521], [0.282, 0.533, -0.806], [0.737, 0.955, 1.615], [0.277, -0.173, 0.310], [0.196, -0.040, 0.466], [0.491, -0.046, -0.286], [-1.705, -0.402, 0.706], [0.580, 0.762, -0.423], [-0.510, 0.284, 0.357], [-0.822, 0.753, -1.699], [0.779, 0.558, 0.179], [0.568, -0.850, 0.112]]}


[6]
{"formula": "C5H8OS2", "method": "the ωB97M-V functional and the def2-TZVPD basis", "smiles": "CC(=S)[C@@H](C)OC=S", "relative_energy_kcal_mol": 34.4, "fmax_ev_per_a": 2.5, "e_tot_ev": -29031.19088, "orbital_gap_ev": 8.25, "elements": ["C", "C", "C", "C", "C", "H", "H", "H", "H", "H", "H", "H", "H", "O", "S", "S"], "xyz": [[0.40736, 1.94915, -0.15613], [0.21218, 0.59157, 0.53280], [-1.84892, 0.00116, -0.57688], [0.97630, -0.61222, -0.05656], [0.50872, -1.97773, 0.46534], [-0.29403, 2.72518, 0.23147], [0.30847, 1.82283, -1.29186], [1.41495, 2.30191, 0.05728], [0.50180, 0.67161, 1.57989], [-1.23425, 0.08337, -1.45329], [1.31735, -2.77629, 0.30306], [0.34441, -1.92065, 1.53790], [-0.35994, -2.29135, -0.07390], [-1.18547, 0.28722, 0.54420], [-3.40570, -0.46094, -0.66949], [2.33678, -0.39482, -0.97384]], "forces_ev_per_angstrom": [[0.065, -0.121, -0.997], [-0.030, 0.300, -1.465], [-0.169, -0.124, 0.411], [1.513, 0.074, 0.094], [2.413, -0.293, -0.522], [0.312, -0.837, -0.300], [0.085, 0.364, 1.639], [0.050, 0.010, -0.214], [-0.131, -0.139, 0.111], [0.324, 0.023, -0.616], [-1.114, 1.331, 0.046], [-0.430, 0.060, 0.050], [-0.796, -0.211, -0.063], [-1.306, -0.436, 0.749], [0.763, 0.297, 0.251], [-1.549, -0.299, 0.824]]}


Number 1: LUMO energy 0.6 eV, molecular weight 116.18 u. Number 2: LUMO energy 0.9 eV, molecular weight 116.18 u. Number 3: LUMO energy 0.8 eV, molecular weight 116.18 u. Number 4: LUMO energy 0.6 eV, molecular weight 148.25 u. Number 5: LUMO energy 0.8 eV, molecular weight 148.25 u. Number 6: LUMO energy -0.7 eV, molecular weight 148.25 u.